No. 1
The following is a quantum chemistry calculation of a single CHOPS molecule at a distorted geometry, from the Open Molecules 2025 dataset.

Calculated values
Spin multiplicity: 1
ΔE to the lowest compared entry with this formula, charge and spin in kJ/mol: 156.6
F_max in hartree/bohr: 0.0894
LUMO level (spin up / spin down) in eV: -1.55 / -1.55

Element x y z (Å)
C  1.2486  -0.6216  -1.1727
O  -1.3781  0.0880  -1.7299
P  -0.1319  0.3595  -1.1042
S  2.7414  -0.7184  -1.4621
H  0.0480  0.1737  0.4051

No. 2
The following is a quantum chemistry calculation of a single CHPS3 molecule at a distorted geometry, from the Open Molecules 2025 dataset.

Calculated values
Spin multiplicity: 1
ΔE to the lowest compared entry with this formula, charge and spin in kJ/mol: 110.7
SMILES string: S=P1=C(S)S1
F_max in hartree/bohr: 0.0736
LUMO level in eV: -1.55

Element x y z (Å)
S  -0.2873  -2.2761  -0.9220
P  -1.5572  -0.5310  -0.6664
C  -0.1556  0.4895  -0.1855
S  1.3893  0.9973  -0.4268
S  -1.0563  0.3754  1.2475
H  1.6670  0.9449  0.9532

- Which value of F_max does entry 1 give?
  0.0894 hartree/bohr